C23H24FN3O2 | the ωB97M-V functional and the def2-TZVPD basis

Positions of all 53 atoms, in Å:
C1 -6.21739 4.66672 -2.41538
O1 -4.88983 4.33788 -2.09107
C2 -4.67040 3.42342 -1.10114
C3 -5.66468 2.78927 -0.36907
C4 -5.29496 1.87495 0.60564
C5 -3.97229 1.59033 0.86008
C6 -2.95872 2.21729 0.12378
N1 -1.62637 1.95856 0.43430
C7 -1.18334 0.58381 0.52855
C8 0.02205 0.49219 1.47101
N2 1.07293 1.35314 0.98729
C9 2.20074 0.93313 0.35048
O2 2.90280 1.69744 -0.28665
C10 2.55739 -0.49501 0.52567
C11 2.77502 -1.41022 -0.52520
C12 3.16871 -2.60948 0.03157
C13 3.48854 -3.87133 -0.60297
C14 3.50680 -5.06941 0.11669
C15 3.81166 -6.26703 -0.50014
C16 4.09905 -6.26834 -1.85236
F1 4.39755 -7.43749 -2.45984
C17 4.08660 -5.10245 -2.59768
C18 3.78320 -3.91243 -1.96932
N3 3.20162 -2.42520 1.38969
C19 2.84911 -1.15201 1.70567
C20 2.84795 -0.66315 3.10991
C21 0.63704 2.72384 0.83293
C22 -0.58140 2.81023 -0.09201
C23 -3.33047 3.13070 -0.85610
H1 -6.15261 5.39389 -3.22350
H2 -6.74027 5.11760 -1.56539
H3 -6.77628 3.79102 -2.76174
H4 -6.70936 2.99218 -0.53892
H5 -6.06462 1.38483 1.18413
H6 -3.72024 0.89665 1.64705
H7 -1.99088 -0.04700 0.89603
H8 -0.87650 0.20958 -0.46372
H9 0.37582 -0.53692 1.52048
H10 -0.27358 0.82602 2.47201
H11 2.62755 -1.19830 -1.56446
H12 3.26219 -5.07862 1.16873
H13 3.82463 -7.19386 0.05166
H14 4.31684 -5.13800 -3.65074
H15 3.78411 -2.99593 -2.53665
H16 3.51984 -3.10886 2.05616
H17 2.08569 -1.17201 3.70230
H18 3.81541 -0.84298 3.57869
H19 2.64761 0.40393 3.12695
H20 1.46895 3.29408 0.41694
H21 0.37281 3.11780 1.81998
H22 -0.93232 3.84192 -0.11040
H23 -0.28213 2.51130 -1.10926
H24 -2.60157 3.63230 -1.47068

Forces on the atoms, in the same order (eV/Å):
C -0.24 0.05 -0.05
O 0.33 -0.19 0.21
C -0.03 -0.04 0.05
C -0.20 0.27 -0.29
C 0.16 -0.09 0.01
C -0.08 -0.16 0.04
C -0.37 0.18 -0.12
N 0.21 0.08 0.09
C 0.13 -0.20 0.30
C -0.37 -0.34 -0.14
N -0.12 0.17 0.13
C 0.12 -0.06 0.24
O 0.13 0.04 -0.28
C 0.32 -0.28 0.39
C 0.11 -0.41 0.11
C -0.23 0.61 -0.27
C 0.12 -0.49 -0.14
C 0.00 0.28 -0.18
C 0.12 -0.20 -0.25
C -0.04 0.08 0.10
F -0.03 0.12 0.05
C 0.01 -0.28 0.00
C -0.04 -0.02 0.29
N 0.09 -0.20 0.01
C -0.21 0.55 -0.06
C 0.00 -0.13 -0.05
C 0.09 0.36 -0.28
C 0.17 0.08 0.22
C 0.08 0.02 -0.05
H -0.06 -0.05 0.06
H 0.02 -0.03 -0.03
H 0.02 0.04 0.03
H -0.08 0.06 -0.04
H -0.05 -0.03 0.05
H 0.05 -0.03 0.09
H 0.04 0.02 -0.03
H -0.05 -0.03 0.05
H -0.05 0.10 0.02
H -0.03 -0.07 -0.03
H 0.00 -0.02 -0.26
H -0.05 -0.01 0.09
H 0.00 -0.10 0.02
H 0.03 -0.02 -0.10
H 0.02 0.11 -0.08
H 0.00 0.08 -0.05
H -0.05 0.03 0.09
H 0.04 0.06 0.09
H -0.01 0.07 0.05
H -0.12 -0.03 0.09
H -0.02 0.02 -0.07
H 0.02 -0.03 -0.05
H -0.03 0.06 0.00
H 0.13 0.04 -0.06

The value obtained for the relative energy (zero: lowest compared OMol25 entry of this formula, charge and spin) is 1.467 eV. Its SMILES is COc1cccc(N2CCN(C(=O)c3cc(-c4ccc(F)cc4)[nH]c3C)CC2)c1. The HOMO-LUMO gap is 8.266 eV.

Atomic partial charges in e from the Löwdin method, atoms 1 to 5: -0.094, -0.084, -0.275, -0.042, -0.085